Computed, not measured: a molecular structure, C18H16FeN2O4Te, with ωB97M-V/def2-TZVPD.

Cartesian coordinates (Å):
Fe 0.190 -0.403 -0.545
O -0.018 -4.133 0.558
C 0.244 -2.970 0.397
O -0.356 -2.150 -0.441
C 1.378 -2.252 1.120
C 2.574 -2.887 1.423
C 3.658 -2.083 1.832
C 3.513 -0.734 1.892
C 2.257 -0.106 1.510
N 1.158 -0.962 1.289
H 2.657 -3.958 1.312
H 4.605 -2.550 2.075
H 4.338 -0.094 2.175
H 1.981 0.763 2.113
O -0.031 3.200 -0.146
C 0.995 2.518 -0.089
C 2.426 3.022 0.103
C 3.336 1.796 -0.125
C 2.359 0.604 -0.113
O 2.415 -0.390 -0.965
N 1.040 1.193 -0.223
H 2.526 3.441 1.105
H 2.605 3.826 -0.608
H 4.116 1.709 0.630
H 3.810 1.814 -1.105
C -3.221 -0.664 -0.140
Te -1.878 1.009 0.153
C -3.123 1.887 -1.377
C -4.450 1.183 -1.270
C -5.610 1.745 -1.789
C -6.810 1.053 -1.724
C -6.859 -0.200 -1.130
C -5.707 -0.759 -0.598
C -4.499 -0.075 -0.667
H -3.361 -1.227 0.781
H -2.774 -1.335 -0.873
H -2.658 1.709 -2.348
H -3.197 2.962 -1.229
H -5.577 2.729 -2.242
H -7.710 1.495 -2.131
H -7.795 -0.741 -1.078
H -5.742 -1.732 -0.122

Properties
E_LUMO (spin up / spin down) = -2.2 / -1.3 eV
Total charge = 0
Largest force on an atom = 0.019 hartree/bohr
Multiplicity = 5
Kohn-Sham gap (spin up / spin down) = 0.182 / 0.286 Ha
⟨S²⟩ = 6.16
Total energy = -71774.2609 eV

Atom-resolved charges from Löwdin, all expressed in e: atom 1 (Fe): 0.704, atom 2 (O): 0.115, atom 3 (C): -0.531, atom 4 (O): -0.151, atom 5 (C): -0.196, atom 6 (C): 0.032, atom 7 (C): -0.049, atom 8 (C): -0.018, atom 9 (C): -0.205, atom 10 (N): 0.061, atom 11 (H): 0.122, atom 12 (H): 0.110, atom 13 (H): 0.111, atom 14 (H): 0.152, atom 15 (O): -0.068, atom 16 (C): -0.542, atom 17 (C): -0.058, atom 18 (C): -0.065, atom 19 (C): -0.581, atom 20 (O): -0.086, atom 21 (N): -0.100, atom 22 (H): 0.121, atom 23 (H): 0.121, atom 24 (H): 0.104, atom 25 (H): 0.123, atom 26 (C): -0.376, atom 27 (Te): 1.609, atom 28 (C): -0.344, atom 29 (C): -0.294, atom 30 (C): -0.040, atom 31 (C): -0.082, atom 32 (C): -0.079, atom 33 (C): -0.036, atom 34 (C): -0.292, atom 35 (H): 0.070, atom 36 (H): 0.058, atom 37 (H): 0.075, atom 38 (H): 0.068, atom 39 (H): 0.115, atom 40 (H): 0.103, atom 41 (H): 0.104, atom 42 (H): 0.117



Computed, not measured: 4 unconnected molecules or ions with the total composition C3H14O3S, with ωB97M-V/def2-TZVPD.

Cartesian coordinates (Å):
C 0.716 0.171 2.433
C 1.697 -0.243 1.321
C 1.040 0.032 -0.052
S 2.334 0.083 -1.425
H 1.059 0.280 3.462
H 0.455 1.201 2.171
H -0.139 -0.504 2.407
H 1.972 -1.293 1.411
H 2.550 0.438 1.312
H 0.380 -0.766 -0.353
H 0.607 1.026 -0.121
H 2.516 -1.229 -1.401
O -0.608 -0.706 -2.845
H -0.983 -0.794 -3.733
H 0.337 -0.549 -2.864
O -2.208 -0.712 -0.496
H -2.886 -1.395 -0.581
H -1.689 -0.825 -1.313
O -2.175 2.156 0.075
H -2.183 1.222 -0.152
H -2.793 2.407 0.744

Properties
E_LUMO = 0.5 eV
Total charge = 0
Largest force on an atom = 0.032 hartree/bohr
SMILES string = CCCS.O.O.O
Multiplicity = 1
Kohn-Sham gap = 0.361 Ha
Energy above the lowest of the compared OMol25 structures with the same formula, charge and spin = 31.7 kJ/mol
Total energy = -20315.9063 eV

Atom-resolved charges from Löwdin, all expressed in e: atom 1 (C): -0.109, atom 2 (C): -0.314, atom 3 (C): -0.513, atom 4 (S): 0.697, atom 5 (H): 0.066, atom 6 (H): 0.069, atom 7 (H): 0.074, atom 8 (H): 0.100, atom 9 (H): 0.086, atom 10 (H): 0.040, atom 11 (H): 0.065, atom 12 (H): -0.151, atom 13 (O): -0.067, atom 14 (H): 0.064, atom 15 (H): -0.029, atom 16 (O): -0.069, atom 17 (H): 0.055, atom 18 (H): 0.000, atom 19 (O): -0.061, atom 20 (H): -0.018, atom 21 (H): 0.017



Computed, not measured: a single C5H15NO3SSi molecule, with ωB97M-V/def2-TZVPD.

Cartesian coordinates (Å):
C 1.519 -1.684 -0.062
C -1.368 1.371 -1.096
C -1.366 0.531 1.990
C -2.430 -1.944 -0.313
C 2.752 1.361 -1.009
N 0.855 -0.410 -0.058
O 0.880 1.926 0.727
O 2.703 0.462 1.464
O -1.164 -1.367 -0.182
Si -0.766 0.140 0.227
S 1.787 0.847 0.431
H 2.123 -1.780 0.843
H 0.775 -2.472 -0.103
H 2.172 -1.752 -0.936
H -2.414 1.185 -1.328
H -1.278 2.398 -0.759
H -0.808 1.275 -2.024
H -0.901 1.436 2.364
H -2.444 0.674 2.013
H -1.127 -0.278 2.676
H -3.070 -1.682 0.530
H -2.908 -1.605 -1.235
H -2.308 -3.027 -0.353
H 3.268 2.275 -0.739
H 3.459 0.577 -1.248
H 2.060 1.543 -1.819

Properties
E_LUMO = 0.7 eV
Total charge = 0
Largest force on an atom = 0.075 hartree/bohr
Multiplicity = 1
Kohn-Sham gap = 0.387 Ha
Energy above the lowest of the compared OMol25 structures with the same formula, charge and spin = 0.0 kJ/mol
Total energy = -31775.1786 eV

Atom-resolved charges from Löwdin, all expressed in e: atom 1 (C): -0.104, atom 2 (C): -0.126, atom 3 (C): -0.122, atom 4 (C): -0.126, atom 5 (C): -0.111, atom 6 (N): -0.291, atom 7 (O): -0.327, atom 8 (O): -0.292, atom 9 (O): -0.277, atom 10 (Si): 0.346, atom 11 (S): 0.561, atom 12 (H): 0.084, atom 13 (H): 0.084, atom 14 (H): 0.089, atom 15 (H): 0.026, atom 16 (H): 0.027, atom 17 (H): 0.031, atom 18 (H): 0.024, atom 19 (H): 0.030, atom 20 (H): 0.037, atom 21 (H): 0.081, atom 22 (H): 0.083, atom 23 (H): 0.086, atom 24 (H): 0.067, atom 25 (H): 0.060, atom 26 (H): 0.059